This record from OMol25 describes C3H6NaO5 as an isolated structure. The level of theory is ωB97M-V with the def2-TZVPD basis set.

```
! RIJCOSX wB97M-V def2-TZVPD def2/J DEFGRID3
* xyz 0 2
C 0.6317 -1.3142 -1.1596
C 0.5229 0.0505 -0.5024
O -0.5190 -1.6630 -1.8994
H 0.8531 -2.0714 -0.3881
H 1.5012 -1.3252 -1.8350
H -0.3090 0.6030 -0.9741
H 1.2919 0.0668 0.2909
H -0.3510 -2.4745 -2.3863
O -0.7909 -0.2392 1.0443
C -1.2167 0.6378 1.9240
O -2.0751 0.2382 2.7494
O -0.7482 1.8015 1.9241
Na -2.1235 2.4311 3.9729
O 1.7422 1.1901 -1.5680
H 1.5905 2.0686 -1.1926
*
```

As for the total energy: -17858.2604 eV. The calculation puts the HOMO energy (alpha / beta) at -9.4144 / -8.5349 eV. As for the frontier orbital gap (alpha / beta): 8.1 / 6.5 eV. For the lowest unoccupied orbital energy (alpha / beta), the calculation gives -1.333 / -1.988 eV.